142
Properties=species:S:1:pos:R:3:forces:R:3 method="wB97M-V/def2-TZVPD" homo_lumo_gap_ev=9.579 total_energy_ev=-85135.110 spin_multiplicity=1 largest_force_ev_per_a=1.509
P 2.061 1.980 -0.616 -0.260 0.023 0.373
F -4.177 2.817 3.711 0.031 -0.152 0.017
O 2.783 1.545 -1.970 -0.194 0.011 0.194
O -6.005 -0.906 4.105 -0.042 0.015 0.035
O -5.355 1.397 -2.398 0.466 -0.289 0.172
O 4.927 0.429 -4.756 0.022 -0.014 -0.027
O 0.642 -2.583 -4.349 -0.004 -0.003 -0.056
O -3.143 0.841 -3.017 -0.465 0.550 -0.369
O -1.358 2.619 1.525 -1.143 0.416 -0.894
O 1.212 0.924 -0.032 0.002 -0.159 -0.055
O 4.648 -3.120 -0.528 0.069 -0.034 0.020
O 7.426 -6.891 1.214 0.117 -0.066 0.059
O -7.491 6.149 3.730 -0.015 -0.008 0.024
O 3.267 2.452 0.319 -0.238 -0.227 -0.053
N -2.118 -0.192 2.304 -0.496 0.003 0.176
N -1.831 4.088 -0.211 0.109 -0.138 -0.580
C -0.993 2.591 -1.985 0.255 0.484 -0.456
C 7.112 0.338 -5.651 0.021 0.092 -0.010
C 6.072 -3.152 -0.628 -0.039 -0.095 -0.060
C -2.147 3.474 -1.539 0.174 -0.373 0.485
C 6.595 -3.439 0.772 0.019 0.119 0.078
C -3.372 0.786 0.407 0.170 0.051 0.068
C -5.791 -1.809 6.278 0.095 -0.025 0.002
C -2.136 2.986 0.673 0.746 0.100 0.963
C 5.474 -4.294 1.349 -0.105 -0.074 -0.028
C -3.454 2.319 0.227 -0.098 -0.451 0.012
C 5.828 0.888 -3.743 0.002 0.097 -0.030
C 1.598 -2.923 -5.356 -0.049 0.081 -0.052
C 1.155 3.488 -0.946 0.642 0.367 -0.490
C 7.016 -7.419 2.480 -0.016 0.102 0.021
C -3.486 2.743 -1.272 0.099 -0.263 -0.499
C -3.178 0.311 1.831 0.483 -0.036 -0.335
C -4.649 4.123 1.761 -0.630 -0.568 0.388
C 8.249 -8.060 3.099 0.028 -0.086 -0.057
C -3.655 0.290 -4.237 0.460 -0.364 -0.257
C 8.854 -6.907 1.127 -0.031 -0.094 -0.065
C 2.266 0.372 -2.637 0.198 -0.501 -0.921
C -6.500 -1.955 4.938 -0.056 0.070 -0.012
C -5.267 0.033 4.896 0.141 -0.058 -0.004
C -9.603 5.975 4.779 -0.025 -0.078 -0.063
C -0.439 -3.516 -4.373 0.067 -0.045 0.088
C -0.286 -4.317 -5.659 -0.023 0.059 -0.080
C -4.121 1.360 -5.204 -0.134 -0.287 0.103
C 9.367 -7.189 2.532 -0.019 0.088 0.065
C -8.684 6.895 3.986 0.055 0.048 0.079
C 2.858 -0.907 -2.095 -0.207 0.267 0.371
C -7.480 4.968 4.535 0.004 -0.107 -0.116
C 1.229 -4.317 -5.843 0.022 -0.071 0.074
C 4.240 -3.640 0.740 0.022 0.154 0.067
C 3.567 1.593 1.442 0.479 0.409 0.354
C -8.598 5.128 5.556 0.011 0.109 0.056
C 5.666 -0.088 -5.863 -0.020 -0.097 0.074
C 7.204 0.363 -4.127 -0.011 -0.107 0.005
C 2.690 1.904 2.634 -0.086 -0.178 0.025
C -4.740 2.830 0.941 0.312 0.605 -0.025
C -3.861 3.988 3.053 0.129 1.094 -0.403
C -5.570 -0.300 6.349 -0.128 -0.001 0.007
C 0.311 3.372 -2.222 -0.270 -0.637 0.670
B -3.986 1.605 -2.270 -0.079 -0.160 0.149
H -4.417 -0.460 -4.043 -0.222 0.049 0.158
H -4.830 -2.327 6.254 -0.005 -0.002 -0.009
H 10.344 -7.670 2.534 -0.001 -0.019 -0.009
H 2.768 -1.707 -2.821 -0.060 -0.103 -0.090
H 1.548 -4.504 -6.867 -0.013 0.014 -0.012
H -6.372 -2.209 7.108 -0.021 0.010 0.001
H 3.528 0.545 1.165 -0.231 -0.109 -0.203
H -1.382 -2.971 -4.320 0.014 0.044 0.026
H 1.180 0.331 -2.613 -0.151 0.162 0.274
H 6.424 -2.198 -1.027 -0.052 0.016 -0.023
H 5.807 1.983 -3.729 0.027 -0.001 0.043
H 2.767 1.092 3.356 0.027 -0.062 0.105
H -3.381 2.156 -5.217 -0.007 0.190 -0.116
H -2.578 0.384 -0.222 0.137 -0.034 -0.023
H -4.201 -0.088 4.676 0.010 0.049 0.036
H -1.273 2.135 -2.929 -0.130 -0.178 0.043
H -10.300 6.521 5.413 0.011 0.013 0.014
H 7.824 -0.337 -6.124 -0.002 -0.018 0.009
H 9.198 -5.950 0.733 -0.045 0.013 -0.024
H 0.891 2.802 -2.945 0.102 0.225 -0.284
H 0.101 4.353 -2.641 -0.012 0.145 -0.053
H 6.355 -3.946 -1.327 0.064 0.010 0.015
H 2.326 -1.186 -1.191 0.099 -0.166 0.160
H -5.765 1.622 -1.560 -0.423 0.302 -0.073
H -6.308 -2.915 4.457 0.009 0.014 -0.043
H 7.565 -3.935 0.769 -0.017 -0.051 -0.013
H -5.473 3.029 0.160 -0.160 -0.101 -0.075
H 6.645 -6.593 3.097 -0.012 -0.032 0.037
H -4.298 4.978 1.186 0.249 0.078 -0.067
H 0.566 3.694 -0.058 -0.171 0.029 0.088
H -2.266 4.268 -2.271 -0.103 0.138 -0.054
H -5.181 2.072 1.581 0.153 -0.187 0.120
H 4.599 1.825 1.697 0.154 -0.046 -0.106
H 5.240 0.299 -6.790 -0.044 0.014 0.019
H -8.420 7.787 4.564 -0.051 0.013 0.001
H 2.543 0.469 -3.684 0.188 0.309 -0.032
H 3.881 -2.808 1.358 -0.021 -0.035 0.021
H -8.997 4.175 5.898 -0.006 -0.012 -0.025
H -4.240 3.524 -1.403 -0.153 0.104 0.247
H 5.448 -4.308 2.438 -0.002 0.036 0.004
H -4.053 0.401 2.469 -0.020 -0.077 0.220
H -5.670 4.379 2.051 -0.128 0.061 -0.100
H 7.342 -0.651 -3.744 -0.003 0.006 0.008
H -4.193 0.928 -6.199 0.053 0.004 -0.153
H -10.180 5.343 4.101 -0.004 0.010 0.000
H 1.647 1.983 2.346 -0.132 -0.022 -0.056
H -2.794 4.059 2.865 0.159 -0.441 0.243
H 2.601 -2.872 -4.929 -0.012 0.037 0.038
H 8.214 -8.077 4.187 -0.001 0.022 0.008
H -2.814 -0.226 -4.696 0.142 -0.105 0.106
H -4.127 4.827 3.697 -0.025 -0.030 0.196
H 3.003 2.820 3.128 -0.008 0.164 -0.029
H 3.907 -0.767 -1.853 0.134 -0.049 -0.014
H 8.013 0.984 -3.746 -0.001 0.020 -0.010
H -4.312 0.349 0.060 -0.093 0.001 -0.128
H 1.528 -2.187 -6.165 0.046 -0.026 -0.025
H 5.575 -5.319 0.995 0.025 -0.024 -0.012
H 6.201 -8.126 2.324 -0.015 0.019 -0.048
H -7.659 4.105 3.883 0.007 -0.054 0.068
H -7.584 -1.833 5.048 -0.004 -0.047 0.035
H 1.684 -5.074 -5.200 0.009 0.008 -0.003
H -8.237 5.679 6.427 0.005 -0.009 0.001
H -0.765 -3.794 -6.489 -0.006 -0.003 0.006
H 7.274 1.340 -6.053 -0.005 -0.006 -0.007
H 9.151 -7.696 0.429 0.053 0.015 0.005
H -1.372 -0.195 1.608 0.087 0.030 -0.072
H -0.721 -5.313 -5.589 0.011 -0.011 0.016
H -5.564 1.044 4.620 -0.022 -0.012 -0.043
H 5.571 -1.180 -5.866 0.035 -0.003 -0.049
H -6.498 4.854 4.996 0.024 0.025 -0.036
H 5.488 0.527 -2.773 -0.061 0.018 -0.016
H -0.362 -4.161 -3.491 -0.048 -0.023 -0.015
H 6.688 -2.508 1.338 0.010 0.003 -0.018
H -2.523 4.824 -0.097 0.041 0.101 0.350
H 9.443 -6.260 3.100 0.005 0.000 -0.009
H -0.789 1.791 -1.273 -0.119 -0.174 0.075
H -5.105 1.743 -4.952 -0.008 0.192 0.146
H -4.768 -0.005 7.024 0.025 -0.014 -0.011
H 8.359 -9.087 2.745 -0.009 0.001 0.005
H -9.116 7.214 3.037 0.044 -0.008 -0.030
H 1.873 4.303 -1.054 0.123 -0.012 0.047
H -6.488 0.198 6.670 0.005 0.003 0.003
H 3.417 -4.339 0.592 -0.013 0.015 -0.051